# 1
C36H74O11S2 as an isolated structure. Source: the OMol25 dataset; level of theory: wB97M-V/def2-TZVPD.

```
123
C36H74O11S2 (wB97M-V/def2-TZVPD)
C 3.76 -2.75 0.24
C 2.28 -3.01 -0.09
C 1.59 -1.72 -0.52
C 1.25 -0.83 0.65
O 0.37 -1.93 -1.32
S -0.49 -3.20 -0.88
O -0.61 -4.00 -2.06
O -1.95 -2.39 -0.73
S -2.89 -3.00 0.52
H 4.26 -3.72 0.29
H 3.86 -2.27 1.21
H 4.26 -2.20 -0.55
H 2.24 -3.75 -0.88
H 1.81 -3.41 0.81
H 2.25 -1.19 -1.20
H 2.11 -0.54 1.24
H 0.73 0.06 0.28
H 0.51 -1.36 1.26
H -1.91 -3.18 1.42
C 8.64 -5.25 -1.27
C 7.81 -6.54 -1.34
C 6.47 -6.07 -0.78
O 6.34 -4.70 -1.14
C 7.60 -4.20 -1.62
H 9.49 -5.24 -1.94
H 9.00 -5.10 -0.25
H 7.70 -6.85 -2.38
H 8.24 -7.37 -0.78
H 6.45 -6.16 0.31
H 5.62 -6.62 -1.19
H 7.53 -4.06 -2.70
H 7.80 -3.23 -1.16
C -2.48 -2.64 -4.48
C -3.33 -3.69 -5.19
C -3.10 -3.33 -6.65
O -1.78 -2.79 -6.73
C -1.29 -2.53 -5.41
H -2.20 -2.91 -3.47
H -3.02 -1.69 -4.44
H -2.94 -4.69 -4.98
H -4.38 -3.68 -4.91
H -3.82 -2.57 -6.99
H -3.17 -4.19 -7.32
H -0.53 -3.27 -5.17
H -0.83 -1.54 -5.40
C -2.20 2.89 0.85
C -2.70 2.56 2.25
C -1.51 1.80 2.84
O -0.34 2.34 2.21
C -0.72 3.16 1.10
H -2.70 3.73 0.38
H -2.31 2.02 0.20
H -2.87 3.49 2.81
H -3.62 1.98 2.27
H -1.57 0.73 2.61
H -1.41 1.92 3.92
H -0.55 4.21 1.37
H -0.09 2.92 0.24
C -5.84 7.04 2.61
C -4.73 7.30 3.62
C -4.69 5.97 4.38
O -5.07 4.96 3.44
C -5.61 5.57 2.26
H -5.80 7.69 1.73
H -6.82 7.17 3.08
H -3.78 7.46 3.11
H -4.91 8.15 4.27
H -5.41 5.97 5.21
H -3.70 5.74 4.77
H -4.88 5.47 1.45
H -6.52 5.05 1.98
C -3.31 2.25 -3.19
C -4.28 1.10 -3.39
C -5.57 1.67 -2.80
O -5.51 3.08 -3.03
C -4.20 3.46 -3.44
H -2.44 2.22 -3.85
H -2.95 2.26 -2.16
H -4.41 0.90 -4.45
H -3.97 0.17 -2.90
H -5.62 1.49 -1.72
H -6.47 1.27 -3.26
H -4.23 3.71 -4.51
H -3.89 4.35 -2.89
C 8.75 0.32 -4.08
C 7.30 0.07 -4.49
C 7.31 -1.43 -4.75
O 8.28 -1.98 -3.86
C 9.07 -0.94 -3.29
H 8.90 1.23 -3.51
H 9.39 0.38 -4.97
H 6.63 0.31 -3.66
H 6.98 0.65 -5.36
H 7.60 -1.65 -5.78
H 6.34 -1.90 -4.56
H 8.78 -0.82 -2.24
H 10.12 -1.22 -3.33
C -6.66 2.22 3.65
C -7.87 2.71 4.44
C -8.81 1.52 4.35
O -7.98 0.36 4.28
C -6.63 0.75 4.04
H -5.74 2.75 3.89
H -6.85 2.32 2.58
H -7.59 2.90 5.48
H -8.31 3.63 4.04
H -9.42 1.56 3.44
H -9.48 1.43 5.21
H -6.05 0.60 4.96
H -6.20 0.11 3.27
C 4.51 -0.66 5.79
C 3.65 0.53 5.37
C 3.42 0.24 3.89
O 3.42 -1.18 3.76
C 3.90 -1.79 4.96
H 4.49 -0.87 6.86
H 5.55 -0.50 5.49
H 2.70 0.52 5.91
H 4.13 1.49 5.54
H 4.23 0.65 3.28
H 2.48 0.64 3.53
H 3.05 -2.25 5.48
H 4.61 -2.57 4.71
```

Output
Strongest force on any atom: 0.016 Eh/bohr
E: -3039.90970 a.u.
Kohn-Sham gap: 9.368 eV
Highest occupied orbital energy: -8.9896 eV

Atomic partial charges in e from the Löwdin method, atoms 1 to 6: number 1, C, carries -0.07; number 2, C, carries -0.24; number 3, C, carries -0.40; number 4, C, carries -0.02; number 5, O, carries -0.30; number 6, S, carries 0.81

***

# 2
A 14-piece molecular cluster, H28O14 overall. Source: the OMol25 dataset; level of theory: wB97M-V/def2-TZVPD.

```
42
H28O14 (wB97M-V/def2-TZVPD)
O -13.99 -11.24 21.84
H -14.71 -11.13 21.22
H -13.71 -12.15 21.72
O -13.76 -7.05 18.48
H -13.96 -6.49 17.73
H -12.81 -6.98 18.59
O -13.86 -5.66 21.29
H -14.24 -4.78 21.35
H -13.51 -5.71 20.40
O -16.33 -5.16 19.35
H -16.68 -6.05 19.42
H -16.01 -4.95 20.23
O -15.38 -9.05 20.89
H -15.25 -8.10 20.80
H -15.78 -9.31 20.06
O -14.87 -9.79 23.82
H -15.24 -9.61 24.69
H -15.57 -10.25 23.35
O -12.58 -9.06 21.01
H -12.94 -9.49 20.23
H -12.21 -8.24 20.69
O -13.79 -7.67 22.91
H -13.79 -6.97 22.26
H -14.32 -7.32 23.63
O -13.46 -10.84 18.84
H -14.12 -11.54 18.88
H -13.95 -10.05 18.61
O -17.91 -7.57 19.12
H -18.48 -8.01 19.75
H -17.65 -8.26 18.51
O -16.42 -10.14 18.66
H -16.43 -10.50 17.77
H -16.92 -10.77 19.18
O -17.26 -10.81 23.00
H -17.16 -11.06 22.08
H -18.10 -11.19 23.25
O -16.76 -12.05 20.47
H -16.11 -12.37 19.85
H -17.00 -12.83 20.98
O -16.48 -6.66 22.36
H -17.03 -7.36 22.73
H -16.93 -5.85 22.61
```

Output
Strongest force on any atom: 0.018 Eh/bohr
Relative energy (zero: lowest compared OMol25 entry of this formula, charge and spin): 89.1 kcal/mol
E: -1070.05895 a.u.
Kohn-Sham gap: 7.601 eV
Highest occupied orbital energy: -8.1909 eV

Atomic partial charges in e from the natural (NBO) method, atoms 1 to 6: number 1, O, carries -0.89; number 2, H, carries 0.45; number 3, H, carries 0.44; number 4, O, carries -0.94; number 5, H, carries 0.48; number 6, H, carries 0.47

***

# 3
One molecule with the formula C5H8N2 at a distorted geometry. Source: the OMol25 dataset; level of theory: wB97M-V/def2-TZVPD.

```
15
C5H8N2 (wB97M-V/def2-TZVPD)
C -1.94 -0.88 0.30
C -0.72 -0.20 -0.25
C -0.45 1.25 -0.04
N 0.21 0.22 0.77
C 1.56 -0.05 0.71
C 2.09 -0.88 -0.19
N 2.59 -0.45 -1.29
H -2.23 -0.40 1.24
H -1.71 -1.93 0.51
H -2.78 -0.84 -0.40
H -0.31 -0.61 -1.18
H 0.11 1.77 -0.82
H -1.14 1.87 0.52
H 2.24 0.57 1.28
H 2.47 0.58 -1.18
```

Output
Strongest force on any atom: 0.033 Eh/bohr
Relative energy (zero: lowest compared OMol25 entry of this formula, charge and spin): 116.7 kcal/mol
E: -304.64952 a.u.
Kohn-Sham gap (alpha / beta): 7.765 / 7.762 eV
Highest occupied orbital energy (alpha / beta): -7.9016 / -7.8994 eV
SMILES: C[C@H]1CN1C=C=N

Atomic partial charges in e from the natural (NBO) method, atoms 1 to 6: number 1, C, carries -0.61; number 2, C, carries -0.07; number 3, C, carries -0.23; number 4, N, carries -0.43; number 5, C, carries 0.05; number 6, C, carries 0.14

***

# 4
One molecule with the formula C8H10ClOP at a distorted geometry. Source: the OMol25 dataset; level of theory: wB97M-V/def2-TZVPD.

```
21
C8H10ClOP (wB97M-V/def2-TZVPD)
C 2.47 -0.26 -1.34
C 1.90 -1.48 -0.63
P 0.07 -1.48 -0.80
O -0.48 -1.80 -2.11
Cl -0.32 -3.21 0.82
C -0.70 -0.10 0.08
C -0.22 0.32 1.31
C -0.87 1.36 1.96
C -1.98 1.96 1.39
C -2.45 1.53 0.16
C -1.81 0.49 -0.50
H 2.27 -0.32 -2.40
H 2.01 0.65 -0.95
H 3.54 -0.20 -1.18
H 2.15 -1.50 0.43
H 2.24 -2.41 -1.08
H 0.62 -0.16 1.77
H -0.51 1.70 2.92
H -2.48 2.77 1.90
H -3.32 1.99 -0.29
H -2.16 0.13 -1.46
```

Output
Strongest force on any atom: 0.061 Eh/bohr
Relative energy (zero: lowest compared OMol25 entry of this formula, charge and spin): 0.0 kcal/mol
E: -1187.68197 a.u.
Kohn-Sham gap: 9.957 eV
Highest occupied orbital energy: -10.0353 eV
SMILES: CC[P@@](=O)(Cl)c1ccccc1

Atomic partial charges in e from the natural (NBO) method, atoms 1 to 6: number 1, C, carries -0.62; number 2, C, carries -0.77; number 3, P, carries 1.98; number 4, O, carries -1.03; number 5, Cl, carries -0.47; number 6, C, carries -0.48

***

# 5
A 9-piece molecular cluster, C5H27NO10 overall at a distorted geometry. Source: the OMol25 dataset; level of theory: wB97M-V/def2-TZVPD.

```
43
C5H27NO10 (wB97M-V/def2-TZVPD)
C 0.15 3.05 0.55
N 0.56 1.71 1.14
C -0.75 0.98 1.49
C 1.46 0.89 0.45
O 2.44 1.34 -0.08
C 1.58 -0.61 0.82
C 2.31 -0.83 2.28
O 1.07 -1.07 3.06
H -0.26 3.66 1.38
H 0.94 3.64 0.16
H -0.66 3.06 -0.12
H -1.24 0.52 0.73
H -1.41 1.69 1.88
H -0.56 0.22 2.31
H 0.65 -1.17 0.98
H 2.05 -1.15 0.00
H 2.75 -1.74 2.30
H 2.86 -0.11 2.83
H 0.78 -0.19 3.24
O -1.12 -0.96 -2.01
H -1.22 -1.32 -1.20
H -0.24 -1.29 -2.32
O -3.54 -0.06 -1.15
H -3.79 -0.81 -0.74
H -2.97 -0.61 -1.83
O -2.65 2.54 -0.85
H -3.04 2.83 -1.70
H -2.64 1.58 -0.70
O -0.98 1.65 -2.37
H -0.96 0.66 -2.22
H -0.08 1.96 -2.20
O -1.05 -2.23 2.29
H -1.09 -3.21 2.23
H -0.20 -2.06 2.66
O -1.50 -2.92 -0.13
H -0.98 -2.78 0.65
H -2.42 -2.95 0.11
O 2.93 0.40 -2.56
H 2.52 0.57 -1.72
H 3.35 1.27 -2.77
O 1.97 -2.06 -2.16
H 2.46 -2.89 -2.50
H 2.53 -1.23 -2.22
```

Output
Strongest force on any atom: 0.118 Eh/bohr
Relative energy (zero: lowest compared OMol25 entry of this formula, charge and spin): 138.9 kcal/mol
E: -1013.74703 a.u.
Kohn-Sham gap: 9.414 eV
Highest occupied orbital energy: -9.2026 eV
SMILES: CN(C)C(=O)CCO.O.O.O.O.O.O.O.O

Atomic partial charges in e from the natural (NBO) method, atoms 1 to 6: number 1, C, carries -0.45; number 2, N, carries -0.44; number 3, C, carries -0.40; number 4, C, carries 0.69; number 5, O, carries -0.64; number 6, C, carries -0.53

***

# 6
C60H72AsN4O4Rh as an isolated structure at a distorted geometry. Source: the OMol25 dataset; level of theory: wB97M-V/def2-TZVPD.

```
142
C60H72AsN4O4Rh (wB97M-V/def2-TZVPD)
Rh -0.57 -0.67 -0.89
C -3.21 6.13 0.68
C -3.97 4.80 0.63
C -4.30 4.41 2.08
C -5.29 4.95 -0.13
C -3.11 3.76 -0.06
C -2.80 2.55 0.54
C -1.93 1.67 -0.08
N -1.50 0.49 0.40
C -1.63 -0.05 1.64
C -1.84 0.61 2.84
C -1.99 -0.10 4.02
C -1.98 -1.50 3.94
C -1.68 -2.22 2.80
C -1.38 -1.49 1.63
O -0.87 -1.97 0.55
C -1.64 -3.75 2.85
C -0.44 -4.15 3.72
C -1.46 -4.41 1.48
C -2.95 -4.26 3.46
C -2.14 0.66 5.32
C -2.32 -0.26 6.53
C -0.85 1.49 5.53
C -3.34 1.61 5.26
C -1.44 1.91 -1.43
O -0.72 0.97 -1.96
C -1.81 3.13 -2.07
C -2.59 4.01 -1.34
C -1.43 3.50 -3.50
C -2.74 3.53 -4.31
C -0.77 4.88 -3.52
C -0.48 2.51 -4.18
H -3.76 6.84 1.27
H -3.05 6.56 -0.31
H -2.23 5.98 1.14
H -4.86 5.22 2.54
H -3.39 4.27 2.66
H -4.91 3.52 2.13
H -5.90 5.71 0.35
H -5.84 4.02 -0.13
H -5.14 5.25 -1.17
H -3.27 2.26 1.46
H -1.85 1.69 2.85
H -2.19 -2.05 4.84
H 0.49 -3.79 3.28
H -0.40 -5.23 3.79
H -0.52 -3.74 4.73
H -0.51 -4.15 1.03
H -2.26 -4.13 0.80
H -1.49 -5.49 1.60
H -3.07 -3.94 4.50
H -2.96 -5.35 3.45
H -3.81 -3.90 2.90
H -1.46 -0.91 6.66
H -3.22 -0.85 6.43
H -2.41 0.35 7.43
H 0.02 0.85 5.53
H -0.90 2.00 6.49
H -0.73 2.25 4.75
H -4.26 1.05 5.14
H -3.26 2.32 4.44
H -3.40 2.18 6.19
H -2.85 4.95 -1.81
H -3.44 4.25 -3.90
H -3.21 2.55 -4.32
H -2.52 3.81 -5.34
H -1.47 5.68 -3.29
H -0.36 5.08 -4.51
H 0.04 4.93 -2.79
H -0.88 1.51 -4.21
H 0.49 2.50 -3.69
H -0.32 2.82 -5.21
C 4.27 -0.34 -4.89
C 3.42 0.52 -4.21
C 2.38 0.00 -3.46
C 2.18 -1.37 -3.38
C 3.06 -2.23 -4.04
C 4.10 -1.71 -4.79
As 0.58 -2.04 -2.49
C -0.43 -2.50 -4.10
C -0.06 -3.56 -4.93
C -0.70 -3.74 -6.14
C -1.73 -2.89 -6.52
C -2.13 -1.86 -5.68
C -1.46 -1.66 -4.49
C 1.22 -3.73 -1.77
C 2.50 -3.79 -1.24
C 2.95 -4.96 -0.64
C 2.12 -6.06 -0.57
C 0.83 -5.99 -1.06
C 0.37 -4.83 -1.65
H 5.08 0.06 -5.49
H 3.56 1.58 -4.28
H 1.69 0.66 -2.94
H 2.93 -3.30 -3.96
H 4.76 -2.38 -5.31
H 0.74 -4.23 -4.63
H -0.40 -4.54 -6.80
H -2.23 -3.04 -7.47
H -2.94 -1.22 -5.98
H -1.74 -0.82 -3.84
H 3.15 -2.92 -1.30
H 3.95 -5.00 -0.23
H 2.48 -6.98 -0.13
H 0.17 -6.85 -0.98
H -0.65 -4.75 -2.03
C -3.93 -2.15 -0.73
O -2.83 -1.76 -1.54
H -4.02 -3.24 -0.68
H -4.86 -1.72 -1.12
H -3.74 -1.76 0.27
H -2.98 -2.11 -2.43
C 7.21 -0.16 -1.71
C 6.66 0.39 -0.44
C 5.52 1.19 -0.43
C 5.02 1.73 0.74
C 5.65 1.46 1.96
N 5.21 1.97 3.17
C 4.03 2.57 3.53
O 3.95 3.33 4.45
N 2.91 2.27 2.74
C 2.59 1.04 2.22
C 3.13 -0.15 2.73
C 2.80 -1.35 2.14
C 1.93 -1.35 1.06
N 1.39 -0.24 0.59
C 1.69 0.93 1.15
C 6.81 0.67 1.95
C 7.30 0.15 0.78
H 6.45 -0.18 -2.49
H 7.61 -1.16 -1.57
H 8.03 0.47 -2.06
H 5.02 1.42 -1.37
H 4.18 2.39 0.69
H 5.93 2.10 3.87
H 2.20 2.99 2.74
H 3.80 -0.12 3.57
H 3.19 -2.27 2.52
H 1.66 -2.28 0.57
H 1.23 1.81 0.73
H 7.32 0.47 2.88
H 8.20 -0.45 0.79
```

Output
<S²>: 6.05
Strongest force on any atom: 0.057 Eh/bohr
E: -5195.33396 a.u.
2S+1: 5
Kohn-Sham gap (alpha / beta): 6.029 / 2.889 eV
Highest occupied orbital energy (alpha / beta): -11.2309 / -12.0081 eV
Net charge: +2

Atomic partial charges in e from the natural (NBO) method, atoms 1 to 6: number 1, Rh, carries 0.91; number 2, C, carries -0.60; number 3, C, carries -0.08; number 4, C, carries -0.61; number 5, C, carries -0.60; number 6, C, carries 0.09

***

# 7
One molecule with the formula C24H24N4O2S. Source: the OMol25 dataset; level of theory: wB97M-V/def2-TZVPD.

```
55
C24H24N4O2S (wB97M-V/def2-TZVPD)
C -3.79 -1.72 0.92
C -3.32 -0.35 0.53
C -4.16 0.51 -0.14
C -3.74 1.79 -0.50
C -2.49 2.26 -0.19
C -2.05 3.65 -0.57
C -1.62 1.40 0.50
N -0.37 1.82 0.87
C 0.58 1.06 1.50
O 1.63 1.58 1.85
C 0.22 -0.33 1.72
C 1.31 -1.26 2.20
N 2.04 -1.87 1.10
C 1.42 -3.02 0.48
C 0.32 -2.68 -0.49
C -0.73 -3.56 -0.71
C -1.73 -3.21 -1.60
C -1.66 -1.97 -2.22
N -0.66 -1.13 -2.03
C 0.31 -1.48 -1.20
C 3.13 -1.31 0.50
S 3.92 -2.11 -0.73
N 3.60 -0.14 0.98
C 4.40 0.73 0.13
C 3.50 1.70 -0.57
C 3.49 3.06 -0.67
C 2.33 3.39 -1.41
C 1.72 2.21 -1.70
O 2.42 1.18 -1.20
C -1.03 -0.75 1.45
C -2.01 0.09 0.84
H -4.83 -1.85 0.64
H -3.70 -1.86 2.00
H -3.20 -2.48 0.43
H -5.16 0.20 -0.39
H -4.43 2.44 -1.04
H -1.83 4.24 0.32
H -1.15 3.61 -1.19
H -2.83 4.15 -1.13
H -0.10 2.77 0.66
H 0.86 -2.08 2.78
H 2.00 -0.73 2.85
H 2.21 -3.55 -0.07
H 1.04 -3.68 1.26
H -0.76 -4.52 -0.20
H -2.55 -3.88 -1.80
H -2.43 -1.64 -2.90
H 1.11 -0.77 -1.10
H 2.99 0.42 1.57
H 5.12 1.28 0.75
H 4.94 0.10 -0.59
H 4.21 3.73 -0.26
H 2.00 4.37 -1.68
H 0.82 1.96 -2.24
H -1.30 -1.78 1.67
```

Output
Strongest force on any atom: 0.019 Eh/bohr
Relative energy (zero: lowest compared OMol25 entry of this formula, charge and spin): 1.2 kcal/mol
E: -1696.69226 a.u.
Kohn-Sham gap: 7.658 eV
Highest occupied orbital energy: -7.7287 eV
SMILES: Cc1ccc(C)c2[nH]c(=O)c(CN(Cc3cccnc3)C(=S)NCc3ccco3)cc12

Atomic partial charges in e from the natural (NBO) method, atoms 1 to 6: number 1, C, carries -0.64; number 2, C, carries 0.05; number 3, C, carries -0.23; number 4, C, carries -0.17; number 5, C, carries -0.06; number 6, C, carries -0.64

***

# 8
A 2-piece molecular cluster, C8H16O2 overall at a distorted geometry. Source: the OMol25 dataset; level of theory: wB97M-V/def2-TZVPD.

```
26
C8H16O2 (wB97M-V/def2-TZVPD)
C 1.54 0.93 0.29
C 0.39 0.23 0.36
C 0.07 -0.94 -0.69
C 0.60 -0.61 -2.08
C 0.66 -2.26 -0.19
C -0.21 -0.03 1.74
O -0.43 1.20 2.37
O 0.58 -0.85 2.56
H 1.72 1.78 0.92
H 2.27 0.80 -0.49
H -1.01 -1.05 -0.73
H 0.28 0.37 -2.41
H 1.69 -0.63 -2.09
H 0.24 -1.36 -2.79
H 1.74 -2.17 -0.07
H 0.20 -2.58 0.74
H 0.46 -3.05 -0.92
H -1.16 -0.59 1.63
H -0.81 1.03 3.24
H 1.48 -0.48 2.58
C -1.14 2.05 -0.51
C -2.23 1.30 -0.78
H -1.04 2.57 0.43
H -0.58 2.47 -1.33
H -2.51 1.03 -1.79
H -2.81 0.86 0.01
```

Output
Strongest force on any atom: 0.066 Eh/bohr
Relative energy (zero: lowest compared OMol25 entry of this formula, charge and spin): 74.3 kcal/mol
E: -464.81136 a.u.
Kohn-Sham gap: 9.501 eV
Highest occupied orbital energy: -8.7126 eV
SMILES: C=C(C(C)C)C(O)O.C=C

Atomic partial charges in e from the natural (NBO) method, atoms 1 to 6: number 1, C, carries -0.44; number 2, C, carries 0.06; number 3, C, carries -0.26; number 4, C, carries -0.61; number 5, C, carries -0.60; number 6, C, carries 0.32